12
Properties=species:S:1:pos:R:3:forces:R:3:mulliken_charge:R:1 method="wB97M-V/def2-TZVPD" mol_weight_g_mol=125.00 e_lumo_ha=0.0325 multiplicity=1 relative_energy_kj_mol=10.27 energy_ev=-29289.7439 homo_energy_ev=-9.48 gap_ev=10.3660
Cl 2.859833 -0.337231 -0.603553 -0.56 -0.08 0.13 -0.190
Cl -2.361282 -0.331729 -0.817677 0.11 -0.35 0.27 -0.198
C 1.261806 -0.914297 -0.177541 -0.66 0.89 0.30 -0.404
C -1.138769 -0.814122 0.424231 1.17 1.37 -0.02 -0.507
C 0.176670 1.393562 -0.093542 -0.14 0.19 -0.06 -1.212
C 0.209379 -0.118558 0.106379 0.27 -0.49 -0.81 0.555
H 1.200814 -1.993037 -0.178638 0.01 0.02 0.11 0.315
H -1.501176 -0.435762 1.386112 -0.09 -0.20 -0.24 0.302
H 1.141793 1.944859 -0.057763 -0.51 -0.83 -0.04 0.359
H -0.498031 1.879808 0.613524 0.09 -0.18 0.32 0.315
H -0.319785 1.616868 -1.054905 0.44 -0.24 0.16 0.325
H -1.031256 -1.890364 0.453374 -0.13 -0.10 -0.13 0.340

---

93
Properties=species:S:1:pos:R:3:forces:R:3:mulliken_charge:R:1 method="wB97M-V/def2-TZVPD" mol_weight_g_mol=936.62 e_lumo_ha="-0.0113 / -0.0157" multiplicity=2 energy_ev=-188871.6369 homo_energy_ev="-7.10 / -7.11" gap_ev="6.7957 / 6.6823"
Pb -0.391216 -0.737813 -0.041933 0.38 0.01 0.03 2.511
As -0.446455 1.610932 3.412332 -0.05 -0.10 -0.02 0.345
Ge 1.577791 -2.600611 -1.992472 -0.12 -0.24 -0.21 -1.203
S -3.983549 3.018943 -0.174390 -0.13 0.03 -0.15 -0.059
S -2.032099 1.092341 -1.509001 -0.28 0.12 0.00 -0.476
O 1.563542 -0.731984 -2.026962 0.17 0.26 0.02 0.052
O 1.634568 -2.582252 -0.113432 -0.02 -0.01 0.32 0.454
O -0.338274 -2.508689 -1.742147 -0.10 -0.15 -0.04 -0.014
O 0.070539 0.593074 2.214255 -0.03 0.06 0.05 -0.192
N -2.858430 -0.445657 0.885647 -0.03 0.01 -0.34 1.276
N -3.557058 0.713062 0.732722 0.06 0.18 -0.11 -1.594
N -1.458828 -2.748559 1.338870 0.02 -0.15 0.09 1.085
C 0.457466 5.316669 -1.278234 -0.01 -0.04 -0.01 -0.426
C -1.751081 2.903795 2.859470 -0.06 -0.02 -0.10 -0.255
C -2.450724 -4.666821 3.062851 -0.04 0.00 0.03 -0.459
C 1.031452 2.565272 4.186072 0.00 -0.01 0.08 -1.245
C -3.235342 4.014905 -1.478189 0.01 -0.10 0.09 -0.669
C -1.472423 -4.651930 -1.727865 0.08 0.00 0.05 -1.520
C 1.011983 6.770963 1.031279 0.02 -0.01 -0.03 -0.690
C 0.797573 7.433827 -0.178383 -0.01 -0.02 0.03 -0.452
C 3.447159 -4.022133 0.563528 -0.04 -0.04 -0.04 -1.804
C 0.541773 3.220966 0.002634 0.00 0.08 -0.03 -0.796
C 2.469385 -2.298462 2.091923 -0.09 0.03 0.06 -1.337
C -3.162106 1.459734 -0.275556 0.21 -0.14 0.25 0.153
C -1.234144 0.634534 4.868313 -0.01 -0.05 -0.03 -1.213
C -1.214711 -4.838223 2.463021 0.04 -0.04 0.00 -1.220
C -2.653995 -2.577629 1.921035 0.07 0.19 -0.12 1.222
C -3.390634 -1.332750 1.624571 0.07 -0.31 0.19 -1.720
C 2.836942 -2.622567 0.647858 0.14 0.04 -0.06 1.384
C 0.524862 6.693647 -1.329739 0.01 -0.02 -0.01 -0.648
C 0.654626 4.618259 -0.058109 -0.04 -0.02 -0.03 1.042
C -0.756510 -3.852136 1.601051 -0.09 0.19 -0.12 -1.054
C 0.846013 0.806680 -3.708533 -0.14 -0.01 0.02 -1.219
C -2.616323 -2.542432 -2.425495 -0.06 0.07 0.02 -1.326
C -0.855796 -3.542985 -3.879465 0.07 0.09 0.00 -1.901
C 0.945554 5.393798 1.093711 -0.04 0.01 -0.01 -0.105
C 2.839484 -0.634733 -4.120923 -0.08 -0.08 0.13 -1.944
C 2.945360 1.174490 -2.409917 0.05 0.04 0.12 -1.536
C -3.183622 -3.523409 2.787547 -0.14 -0.05 0.08 -0.841
C 3.840764 -1.582643 0.142387 -0.11 0.04 -0.07 -1.450
C -1.301682 -3.306997 -2.434313 0.04 -0.02 -0.05 1.418
C 2.044437 0.127726 -3.054623 -0.03 -0.07 -0.11 1.691
H -4.158467 -3.358007 3.232757 0.08 -0.02 -0.01 0.483
H 1.113042 4.881263 2.035961 0.01 0.05 -0.03 0.215
H -2.433344 3.100579 3.687174 0.03 0.03 -0.03 0.472
H 0.366161 7.204319 -2.273050 0.01 -0.03 0.05 0.388
H 1.165682 1.497756 -4.493211 -0.04 -0.01 0.02 0.506
H -2.333537 4.506338 -1.115598 -0.01 -0.02 -0.06 0.089
H -0.617772 -2.585702 -4.354065 -0.03 -0.07 0.01 0.263
H 0.034532 -4.175396 -3.915520 -0.05 0.03 -0.02 0.451
H -2.160624 0.178173 4.524332 -0.02 0.00 -0.01 0.342
H -1.649467 -4.030182 -4.452423 0.04 0.03 0.05 0.473
H 1.238127 7.341855 1.925120 -0.03 -0.03 -0.04 0.400
H 3.235962 1.938317 -3.136358 0.01 -0.02 0.04 0.405
H -2.504928 -1.585641 -2.940885 -0.03 -0.06 0.03 0.239
H 3.708606 -4.257506 -0.471742 0.00 -0.01 0.07 0.353
H 0.672945 3.372525 4.824915 0.01 -0.01 -0.02 0.415
H 0.670676 2.682558 0.932102 0.07 -0.03 -0.04 0.133
H 0.249974 4.739523 -2.174715 0.00 0.06 0.06 0.474
H 3.849720 0.703167 -2.017544 -0.03 0.04 0.00 0.306
H 1.794907 -3.057527 2.499954 0.06 0.06 -0.02 0.268
H -2.928224 -2.336051 -1.395510 0.01 -0.02 -0.07 0.121
H -0.615375 -5.720630 2.650283 -0.03 0.06 -0.03 0.512
H -1.436571 1.298280 5.708025 -0.01 0.00 0.00 0.417
H 3.367968 -2.266591 2.714315 -0.06 0.01 0.01 0.479
H 4.349736 -4.098039 1.178010 -0.07 0.01 -0.05 0.378
H 0.186108 0.052676 -4.149142 0.03 0.07 0.03 0.134
H 3.672963 -1.173615 -3.662193 -0.02 0.02 -0.05 0.398
H 1.614052 1.859837 4.774442 0.06 0.01 0.02 0.433
H 4.145453 -1.809913 -0.884599 0.01 0.03 0.07 0.336
H -2.996501 3.380373 -2.327969 -0.02 0.05 -0.04 0.258
H 0.273276 2.639581 -0.871272 0.04 0.10 0.06 0.011
H -3.402149 -3.123266 -2.916466 0.01 0.04 0.04 0.437
H -0.493362 -5.114562 -1.572619 -0.05 -0.01 -0.03 0.303
H -1.950172 -4.517795 -0.754764 0.03 -0.01 -0.05 0.188
H -3.979481 4.757280 -1.761327 0.02 0.02 0.01 0.430
H 0.268472 1.362760 -2.962332 0.09 -0.03 -0.11 -0.010
H -2.309013 2.489962 2.017985 0.01 0.03 0.11 -0.336
H 0.841915 8.516075 -0.223003 0.01 -0.09 0.00 0.370
H 2.424863 1.661809 -1.579617 0.03 -0.03 -0.08 0.163
H 0.195055 -3.928465 1.079367 -0.11 0.03 0.04 0.891
H -2.842647 -5.415774 3.739438 0.00 0.01 -0.02 0.429
H 2.203974 -1.363554 -4.632911 0.06 0.04 0.01 0.396
H 4.734671 -1.562535 0.771787 -0.04 -0.02 -0.03 0.583
H -1.262260 3.826368 2.551013 0.01 0.00 -0.03 0.259
H 2.724009 -4.767477 0.910225 0.06 0.05 -0.02 0.314
H 1.965584 -1.327565 2.144999 0.06 -0.05 0.03 0.123
H 3.375850 -0.593070 0.144068 0.07 -0.06 -0.01 0.081
H -4.378579 -1.179105 2.056971 0.02 0.00 0.05 0.330
H -0.536815 -0.145487 5.165731 0.01 -0.03 0.03 0.373
H 1.654596 2.963517 3.389302 0.00 0.02 -0.04 0.333
H 3.241843 0.056769 -4.864917 -0.03 0.00 0.04 0.443
H -2.087660 -5.330433 -2.325905 0.02 0.04 0.04 0.480

---

49
Properties=species:S:1:pos:R:3:forces:R:3:mulliken_charge:R:1 method="wB97M-V/def2-TZVPD" mol_weight_g_mol=446.36 e_lumo_ha=0.0189 multiplicity=1 relative_energy_kj_mol=0.83 energy_ev=-67546.1707 smiles="COc1ccc(S(=O)(=O)Nc2cc(Cl)cc(Cl)c2OC)cc1N1CCNCC1" homo_energy_ev=-8.16 gap_ev=8.6784
Cl 6.962160 -0.701873 0.920457 0.23 0.03 0.04 -0.202
Cl 2.480770 -3.571679 0.264562 -0.18 -0.38 -0.03 -0.239
S 1.746578 1.918050 -1.082322 0.51 0.01 0.36 1.430
O 2.736800 1.611665 -2.078255 -0.33 -0.34 -0.09 -0.698
O 5.105268 1.650232 0.756652 -0.29 -0.48 0.33 -0.586
O 1.309408 3.274206 -0.955241 -0.26 0.00 0.23 -0.749
O -2.788226 -1.826892 -1.231092 0.26 0.44 0.24 -0.442
N -5.012579 0.726051 2.243532 -0.24 -0.04 0.25 -0.442
N 2.380120 1.514140 0.457786 -0.75 0.69 -0.66 -0.223
N -2.845308 0.278240 0.501128 -0.10 -0.15 0.29 0.331
C -0.703513 1.017081 -0.377281 -0.43 -0.12 0.05 0.327
C -1.744832 -0.953052 -1.287975 -0.06 -0.03 0.00 0.772
C 0.406248 -0.230923 -2.117019 0.05 0.13 -0.02 -0.428
C 4.639256 -2.007035 0.588133 -0.10 0.13 -0.03 -0.627
C -5.160946 -0.158372 1.103550 0.01 0.05 -0.29 -0.763
C 3.127775 0.338572 0.499737 0.71 -0.86 0.10 -0.372
C 4.522013 0.410990 0.649224 -0.12 0.13 -0.13 0.156
C -2.690344 1.131195 1.661257 -0.05 -0.14 0.36 -0.806
C -3.656365 0.659373 2.750629 0.24 0.16 0.00 -0.896
C 3.265431 -2.049294 0.424924 0.19 0.37 0.01 0.149
C -2.756859 -2.983659 -2.034597 -0.01 -0.23 -0.16 -1.013
C 5.664021 2.133079 -0.463268 0.13 0.16 -0.36 -0.614
C 2.500898 -0.895954 0.394951 0.21 0.00 0.13 -0.616
C -0.666446 -1.112280 -2.145194 -0.08 -0.03 -0.02 -0.730
C 5.255885 -0.770069 0.707208 -0.28 0.09 0.00 0.646
C -1.794121 0.148406 -0.385554 0.40 0.02 -0.23 -0.415
C 0.370480 0.811490 -1.221345 0.58 0.25 -0.19 -0.856
C -4.209522 0.311394 0.006443 -0.42 -0.17 -0.09 -0.524
H 1.258789 -0.352689 -2.763298 0.11 -0.09 -0.10 0.529
H -1.880756 -3.601071 -1.815744 -0.02 0.04 -0.01 0.380
H -0.634398 -1.942592 -2.831027 -0.03 -0.10 -0.04 0.418
H 5.223764 -2.911901 0.621130 0.04 -0.07 0.01 0.455
H 6.001715 3.145084 -0.250478 0.02 -0.03 -0.06 0.260
H -6.190831 -0.103380 0.745450 0.04 -0.03 -0.03 0.398
H -0.671059 1.877172 0.268621 -0.16 0.09 0.19 0.633
H -5.675688 0.483444 2.972625 0.10 0.05 -0.11 0.239
H -3.372158 -0.365322 3.049110 0.03 0.12 -0.03 0.357
H 4.912837 2.145506 -1.258749 0.07 0.01 0.10 0.210
H -3.571193 1.314295 3.620119 0.05 -0.03 -0.02 0.439
H -3.659827 -3.536769 -1.780257 0.08 0.00 -0.05 0.260
H 2.929862 2.304065 0.783140 -0.07 0.18 -0.06 0.516
H -1.669501 1.051266 2.036665 -0.01 0.04 -0.03 0.473
H 6.513914 1.520166 -0.774491 -0.04 0.03 0.05 0.290
H -2.911582 2.181379 1.421613 0.08 0.02 0.01 0.393
H 1.430362 -0.949200 0.292197 -0.09 -0.06 0.06 0.817
H -2.774237 -2.736051 -3.100474 0.02 0.00 0.05 0.383
H -4.924126 -1.207619 1.350350 -0.02 0.07 -0.07 0.357
H -4.477824 1.341638 -0.272241 -0.02 -0.04 -0.03 0.273
H -4.302133 -0.330527 -0.865268 -0.02 0.11 0.06 0.351